1.
The following is a DFT calculation (ωB97M-V/def2-TZVPD) of a cluster of 6 separate species, C27H29FO17 in total in a non-equilibrium geometry.

Results
Highest occupied orbital energy in eV: -8.9
Frontier orbital gap in Eh: 0.269
SMILES string: C[C@H](F)c1ccc2c(c1)C(=O)C=CC2=O.O=C1OCCO1.O=C1OCCO1.O=C1OCCO1.O=C1OCCO1.O=C1OCCO1

ORCA input file:
```
! RIJCOSX wB97M-V def2-TZVPD def2/J DEFGRID3
* xyz 0 1
C -1.46188 0.70123 0.82244
C -0.57127 0.88407 -0.57802
F -1.36118 0.54421 -1.78317
C 0.77687 -0.07910 -0.37334
C 2.30018 0.53183 -0.58978
C 3.63864 -0.41539 -0.33716
C 3.33868 -1.97091 0.13472
C 1.80194 -2.60174 0.32739
C 0.49116 -1.64185 0.07105
C 1.69148 -4.19613 0.82127
O 0.75489 -5.04584 0.37228
C 2.88989 -4.65407 1.89456
C 4.28404 -4.07796 1.72438
C 4.59906 -3.01862 0.46888
O 5.74444 -3.05448 -0.21740
H -0.74282 0.28586 1.66733
H -1.83146 1.75510 1.20306
H -2.32454 -0.08335 0.71065
H -0.17081 2.00139 -0.58820
H 2.36032 1.67553 -0.91723
H 4.73224 0.03124 -0.47092
H -0.57617 -2.09929 0.24582
H 2.62432 -5.39878 2.76401
H 5.12056 -4.38512 2.51512
C -0.34521 6.12589 0.79447
C -1.03427 5.50260 -0.37588
O -1.39812 4.22242 0.10462
C -1.46500 4.31338 1.46510
O -1.91450 3.44340 2.19226
O -0.96441 5.50469 1.90517
H -0.48313 7.21002 0.82999
H 0.72653 5.90236 0.81655
H -1.94195 6.04362 -0.66345
H -0.37962 5.41812 -1.24763
C -4.62649 -0.13622 -2.82021
C -3.90225 0.33544 -4.03923
O -4.91376 0.98036 -4.78958
C -5.88483 1.35559 -3.90647
O -6.82352 2.08355 -4.18328
O -5.66783 0.81094 -2.67369
H -3.98609 -0.14845 -1.93400
H -5.06816 -1.12923 -2.95411
H -3.11793 1.06275 -3.80437
H -3.46359 -0.48918 -4.60776
C -0.81487 1.28275 6.07011
C -2.28546 1.36468 6.32239
O -2.84921 0.85065 5.13072
C -1.90238 0.05286 4.55565
O -2.10712 -0.68348 3.60509
O -0.69756 0.18588 5.18350
H -0.24462 1.10378 6.98576
H -0.42452 2.17915 5.57698
H -2.60117 0.73708 7.16247
H -2.62081 2.39031 6.49926
C 7.80174 -0.18514 2.74660
C 8.52598 0.28652 1.52759
O 7.51447 0.93144 0.77723
C 6.54340 1.30667 1.66034
O 5.60471 2.03463 1.38353
O 6.76040 0.76202 2.89312
H 8.44214 -0.19737 3.63282
H 7.36007 -1.17815 2.61271
H 9.31031 1.01383 1.76244
H 8.96464 -0.53810 0.95905
C -4.56503 -3.82404 -4.81354
C -4.20741 -4.72087 -5.95405
O -3.98806 -3.81825 -7.02142
C -3.66977 -2.61365 -6.46349
O -3.25450 -1.65283 -7.08964
O -3.87582 -2.62503 -5.11408
H -4.24082 -4.22640 -3.84988
H -5.63853 -3.61282 -4.76822
H -3.28549 -5.28284 -5.77089
H -5.00913 -5.42314 -6.19842
*
```

Atomic charges from the Mulliken analysis, expressed in e, are listed below:
1. C -0.89
2. C 0.78
3. F -0.30
4. C 0.28
5. C -0.65
6. C -0.34
7. C 0.26
8. C 0.29
9. C -0.42
10. C 0.23
11. O -0.52
12. C -0.32
13. C -0.26
14. C 0.29
15. O -0.54
16. H 0.30
17. H 0.23
18. H 0.25
19. H -0.09
20. H 0.21
21. H 0.37
22. H 0.29
23. H 0.31
24. H 0.27
25. C -0.36
26. C -0.31
27. O -0.27
28. C 0.67
29. O -0.58
30. O -0.33
31. H 0.31
32. H 0.27
33. H 0.25
34. H 0.31
35. C 0.06
36. C 0.10
37. O -0.35
38. C 0.63
39. O -0.58
40. O -0.36
41. H 0.11
42. H 0.13
43. H 0.17
44. H 0.11
45. C -0.28
46. C -0.34
47. O -0.29
48. C 0.66
49. O -0.55
50. O -0.29
51. H 0.29
52. H 0.25
53. H 0.27
54. H 0.30
55. C -0.25
56. C -0.31
57. O -0.31
58. C 0.69
59. O -0.57
60. O -0.31
61. H 0.30
62. H 0.20
63. H 0.28
64. H 0.30
65. C -0.37
66. C -0.37
67. O -0.33
68. C 0.60
69. O -0.53
70. O -0.23
71. H 0.33
72. H 0.28
73. H 0.26
74. H 0.30


2.
The following is a DFT calculation (ωB97M-V/def2-TZVPD) of a structure of composition C27H29INO2P2RuS2.

Results
Relative energy (zero: lowest compared OMol25 entry of this formula, charge and spin) in kcal per mole: 0.0
Highest occupied orbital energy (spin up / spin down) in eV: -13.8 / -14.3
Frontier orbital gap (spin up / spin down) in Eh: 0.311 / 0.231

ORCA input file:
```
! RIJCOSX wB97M-V def2-TZVPD def2/J DEFGRID3
* xyz 2 6
Ru 0.69073 -0.27484 -0.18496
C 4.16108 5.12408 0.01503
C 2.76427 4.57594 -0.04231
O 2.78947 3.15968 0.42048
P 2.57135 1.96771 -0.53255
S 2.90169 0.27969 0.53690
S 0.67731 1.88206 -1.26551
O 3.59572 2.14775 -1.68511
C 3.66794 1.31694 -2.90003
C 3.85936 2.22562 -4.08043
H 4.13018 6.18737 -0.22751
H 4.81204 4.62492 -0.70140
H 4.57978 5.01564 1.01439
H 2.33982 4.59826 -1.04646
H 2.08203 5.07164 0.64095
H 2.74822 0.73462 -2.97334
H 4.50550 0.64182 -2.74220
H 3.01433 2.90550 -4.19066
H 3.93674 1.62301 -4.98653
H 4.77500 2.80666 -3.98057
C -1.79007 -0.20784 6.01923
C -0.69289 0.46094 5.50128
C -0.47195 0.46519 4.12932
C -1.35835 -0.21004 3.29537
C -2.46360 -0.88749 3.81213
C -2.67449 -0.87950 5.17934
P -1.09776 -0.23445 1.52678
C -2.47779 0.53463 0.67001
C -3.26018 1.47320 1.33858
C -4.24744 2.16455 0.64775
C -4.44803 1.93253 -0.70428
C -3.66319 1.00440 -1.37898
C -2.67799 0.31175 -0.69603
C -1.05096 -1.99715 1.05317
C 0.03182 -2.71934 1.58093
C 0.06905 -4.10211 1.48482
C -0.96745 -4.77152 0.84768
C -2.04105 -4.06434 0.31217
C -2.09281 -2.68479 0.41922
H -1.96259 -0.20857 7.08782
H -0.01087 0.98038 6.16043
H 0.38169 0.99134 3.71873
H -3.15134 -1.41443 3.16074
H -3.52764 -1.39867 5.59493
H -3.10974 1.66039 2.39471
H -4.86230 2.88418 1.17088
H -5.22068 2.47200 -1.23574
H -3.82742 0.81664 -2.43194
H -2.09161 -0.42729 -1.23426
H 0.81855 -2.20554 2.12804
H 0.89261 -4.65424 1.91877
H -0.94982 -5.85179 0.78234
H -2.85276 -4.59643 -0.16613
H -2.94721 -2.14685 0.03026
I -0.60544 -1.25601 -5.94383
C 0.06101 -2.06223 -4.16661
C 0.43841 -3.39498 -4.06238
C 0.88931 -3.86993 -2.84158
C 0.94542 -3.01412 -1.76171
N 0.57692 -1.72830 -1.85654
C 0.14651 -1.26082 -3.04454
H 0.38412 -4.05069 -4.92170
H 1.19868 -4.89926 -2.72342
H 1.29289 -3.35055 -0.79647
H -0.13412 -0.21692 -3.08748
*
```

Atomic charges from the Mulliken analysis, expressed in e, are listed below:
1. Ru 0.13
2. C -1.10
3. C -0.23
4. O -0.32
5. P 1.13
6. S -0.42
7. S -0.38
8. O -0.19
9. C 0.10
10. C -1.26
11. H 0.38
12. H 0.27
13. H 0.32
14. H 0.33
15. H 0.35
16. H -0.02
17. H 0.32
18. H 0.30
19. H 0.41
20. H 0.33
21. C -0.47
22. C -0.68
23. C -0.18
24. C 0.24
25. C -0.29
26. C -0.74
27. P 1.82
28. C 0.92
29. C -0.76
30. C -0.72
31. C -0.62
32. C -0.93
33. C -0.39
34. C 0.70
35. C -0.44
36. C -0.85
37. C -0.44
38. C -0.81
39. C -0.69
40. H 0.42
41. H 0.44
42. H 0.43
43. H 0.41
44. H 0.43
45. H 0.43
46. H 0.44
47. H 0.43
48. H 0.48
49. H 0.40
50. H 0.41
51. H 0.48
52. H 0.46
53. H 0.50
54. H 0.58
55. I 0.19
56. C -0.64
57. C -0.11
58. C -0.98
59. C -0.49
60. N 0.38
61. C -0.34
62. H 0.44
63. H 0.48
64. H 0.67
65. H 0.53


3.
The following is a DFT calculation (ωB97M-V/def2-TZVPD) of a structure of composition C27H29N2O2S in a non-equilibrium geometry.

Results
Highest occupied orbital energy in eV: -10.8
Frontier orbital gap in Eh: 0.285

ORCA input file:
```
! RIJCOSX wB97M-V def2-TZVPD def2/J DEFGRID3
* xyz 1 1
C -1.66058 4.13781 -0.25136
C -0.66810 3.00727 -0.21713
N -1.34918 1.72443 -0.20651
C -2.55088 1.57643 -0.72445
N -3.12188 2.55953 -1.46989
C -2.52729 3.90744 -1.47239
C -4.04563 2.28018 -2.58192
C -4.94067 1.11026 -2.33177
C -4.20603 -0.17003 -1.99612
S -3.47992 0.09275 -0.39718
H -2.20911 4.18022 0.70066
H -1.15306 5.09853 -0.36672
H -0.04982 3.13847 -1.13327
H 0.04673 3.08315 0.61226
H -3.36473 4.64557 -1.54043
H -1.89397 4.01843 -2.37567
H -4.65722 3.16753 -2.72396
H -3.46766 2.07978 -3.49670
H -5.61400 1.28559 -1.51370
H -5.56440 0.92247 -3.20316
H -4.90136 -1.01878 -1.90879
H -3.43104 -0.44246 -2.74873
C 3.65495 1.63817 6.01781
O 2.52919 2.36000 5.44589
C 1.90839 1.90633 4.33646
C 0.84402 2.68115 3.82492
C 0.09272 2.19141 2.76696
C 0.44667 0.98849 2.11447
C -0.37743 0.54222 0.92423
C 0.39002 -0.02093 -0.17995
C -0.33342 -0.51730 -1.30664
C 0.25653 -1.33924 -2.25672
C 1.54125 -1.82768 -1.98562
O 1.99928 -2.90735 -2.76651
C 2.07894 -4.18832 -2.21572
C 1.41483 -5.24747 -2.88774
C 1.50098 -6.55507 -2.38648
C 2.32021 -6.81685 -1.27577
C 3.01064 -5.76525 -0.64612
C 2.89204 -4.44489 -1.11158
C 2.37022 -1.18464 -1.04132
C 1.80549 -0.21729 -0.23424
C 1.53501 0.23159 2.62698
C 2.26133 0.67425 3.72345
H 3.96239 2.23818 6.87075
H 3.36523 0.63938 6.37081
H 4.48717 1.56883 5.30665
H 0.63128 3.62186 4.36324
H -0.77859 2.79831 2.43485
H -1.45895 0.20965 1.17721
H -1.40569 -0.29641 -1.36998
H -0.29679 -1.69821 -3.11731
H 0.86149 -5.03584 -3.80762
H 0.94782 -7.36897 -2.87370
H 2.40489 -7.85000 -0.87857
H 3.67747 -5.95814 0.19788
H 3.47453 -3.61721 -0.68626
H 3.43106 -1.47725 -0.96414
H 2.47271 0.34178 0.44712
H 1.83795 -0.74338 2.22169
H 3.05393 0.06152 4.16756
*
```

Atomic charges from the Mulliken analysis, expressed in e, are listed below:
1. C -0.75
2. C -1.03
3. N 0.09
4. C 0.45
5. N 0.15
6. C -0.77
7. C -0.49
8. C -0.87
9. C -0.43
10. S -0.21
11. H 0.28
12. H 0.41
13. H 0.24
14. H 0.65
15. H 0.42
16. H 0.35
17. H 0.34
18. H 0.32
19. H 0.39
20. H 0.41
21. H 0.43
22. H 0.24
23. C -0.83
24. O -0.44
25. C 0.82
26. C -1.06
27. C -0.29
28. C -0.27
29. C 0.45
30. C 0.74
31. C 0.30
32. C -0.82
33. C -0.24
34. O -0.43
35. C 0.59
36. C -0.37
37. C -0.40
38. C -0.46
39. C -0.53
40. C -0.18
41. C -0.54
42. C -0.47
43. C -0.84
44. C -0.36
45. H 0.25
46. H 0.34
47. H 0.35
48. H 0.40
49. H 0.56
50. H 0.12
51. H -0.50
52. H 0.48
53. H 0.40
54. H 0.35
55. H 0.34
56. H 0.35
57. H 0.19
58. H 0.55
59. H 0.78
60. H 0.65
61. H 0.40